[1]
# C63H47FeI4N4O3S

A structure of composition C63H47FeI4N4O3S at a distorted geometry (ωB97M-V with the def2-TZVPD basis set, OMol25).

The geometry in XYZ format:
```
123
Properties=species:S:1:pos:R:3:forces:R:3
Fe -0.089010 -0.472972 0.890179 -0.6 0.3 0.1
I 6.283006 5.976082 4.468175 -0.3 -0.3 -0.2
C 4.880566 4.575001 3.693421 0.4 0.4 0.2
C 4.648717 3.402687 4.381014 0.2 0.0 0.2
C 3.740097 2.491036 3.869776 -0.1 0.1 -0.2
C 3.053124 2.752936 2.687688 0.0 0.0 0.1
C 3.300124 3.956299 2.028309 0.1 -0.1 0.1
C 4.218598 4.866904 2.515895 0.1 0.1 0.0
C 2.073242 1.799934 2.120658 -0.4 -0.2 0.1
C 2.517724 0.901556 1.156696 -0.7 -0.1 -0.4
C 3.902329 0.866285 0.714753 0.4 -0.2 -0.5
C 3.933914 0.268306 -0.479959 0.0 0.3 0.5
C 2.553192 -0.199951 -0.810981 0.0 -0.8 0.0
C 2.558468 -1.714393 -1.035736 0.0 0.1 0.2
C 2.698969 -1.981539 -2.392384 0.2 0.4 0.2
C 2.812875 -3.211583 -3.031450 0.1 -0.3 -0.7
C 2.723969 -3.293837 -4.405127 0.3 -0.7 0.7
C 2.461706 -2.110287 -5.117928 -0.2 0.9 -0.7
I 2.222908 -2.304268 -7.239075 0.0 0.1 0.4
C 2.389304 -0.878525 -4.583762 0.0 0.1 -0.3
C 2.762748 -0.674496 -3.146972 0.0 -0.1 0.1
C 1.034075 -3.524339 -0.307744 0.3 -0.2 0.4
N -0.059186 -2.778682 0.400823 -0.3 0.8 0.6
C -0.668985 -3.651016 1.188452 0.0 0.7 -0.1
C -1.792540 -3.362615 1.976352 0.0 0.6 -0.2
C -2.330550 -4.401426 2.840653 -0.2 -0.5 0.4
C -2.662159 -5.678852 2.364956 -0.1 0.4 0.0
C -3.035188 -6.689796 3.225640 0.0 -0.3 0.2
C -3.075548 -6.436550 4.585070 -0.2 -0.4 0.3
I -3.506091 -8.026824 5.931070 0.0 0.3 -0.3
C -2.827483 -5.169194 5.089000 -0.1 -0.2 0.2
C -2.474741 -4.162148 4.215893 0.1 0.0 -0.3
C -2.421336 -2.095900 2.007979 0.1 -0.6 0.0
C -3.782122 -1.935661 2.354681 -0.2 0.2 0.0
C -4.084384 -0.611519 2.172383 -0.3 -0.5 0.1
C -2.887887 0.035293 1.766854 0.3 -0.2 0.3
N -1.884064 -0.883752 1.653788 0.0 0.2 -0.2
C -2.750557 1.452055 1.804238 0.5 0.3 -0.3
C -1.474604 2.021600 2.054996 -0.5 -0.5 -0.1
C -1.155915 3.308743 2.562165 0.2 0.4 0.2
C 0.202180 3.339389 2.763623 -0.1 0.2 0.1
C 0.705404 2.102022 2.299787 0.6 0.0 0.0
N -0.323173 1.307086 1.892792 0.4 -0.7 -0.5
C -3.956980 2.236983 1.708435 -0.3 0.2 -0.1
C -4.944194 1.880223 0.760456 0.2 0.1 0.1
C -6.084499 2.624291 0.571137 -0.2 0.1 -0.1
C -6.288806 3.763485 1.339151 -0.4 0.3 0.0
I -8.010282 4.965679 0.998759 0.3 -0.3 0.1
C -5.382915 4.120555 2.324607 -0.4 0.2 -0.1
C -4.249801 3.360130 2.511369 0.3 -0.3 0.0
C 0.003413 -4.950979 1.189962 0.5 -0.6 -0.1
C 1.071782 -4.863737 0.400288 -0.5 0.1 0.1
N 1.736651 0.184267 0.322791 0.0 0.3 0.6
H 5.165393 3.194459 5.305770 0.1 0.0 0.1
H 3.553074 1.568235 4.399285 -0.1 -0.1 0.0
H 2.763416 4.183128 1.118302 -0.1 0.0 -0.1
H 4.415731 5.784052 1.981353 0.0 0.1 0.0
H 4.722756 1.298500 1.265900 0.1 0.0 0.0
H 4.788652 0.087281 -1.106028 0.2 0.0 -0.1
H 2.912699 -4.109609 -2.448424 0.0 -0.1 0.1
H 2.783867 -4.238532 -4.920490 0.0 -0.1 0.0
H 2.240145 -0.018482 -5.214536 -0.1 0.0 -0.1
H 3.807653 -0.295564 -3.145596 -0.1 0.0 0.0
H -2.639887 -5.864744 1.300549 0.1 0.0 -0.1
H -3.286010 -7.667997 2.839589 0.0 -0.1 0.0
H -2.881963 -4.975940 6.152390 0.0 0.0 0.0
H -2.263454 -3.172180 4.595739 0.0 0.1 0.0
H -4.439853 -2.728491 2.663898 -0.1 -0.1 0.0
H -5.021357 -0.123495 2.367866 -0.1 0.0 0.0
H -1.832162 4.119800 2.745781 -0.1 0.0 0.0
H 0.785976 4.156097 3.152810 0.0 0.1 0.0
H -4.781948 1.004747 0.147719 0.0 0.0 -0.1
H -6.806480 2.325047 -0.178360 0.0 0.0 0.0
H -5.569460 4.981053 2.956203 0.0 0.0 0.0
H -3.603445 3.606181 3.338662 0.1 0.0 0.0
H -0.324100 -5.807993 1.753698 0.0 -0.1 0.0
H 1.769299 -5.629731 0.112625 0.1 -0.2 0.0
C -1.447954 -2.204950 -2.658226 0.0 0.1 0.6
S -2.076958 -1.263668 -1.236992 -0.9 -0.6 -1.6
O -1.135356 -0.111679 -1.127633 0.8 0.6 0.6
C -3.523875 -0.514782 -2.067862 0.1 -0.2 0.4
C -3.434168 0.700002 -2.725410 0.3 0.0 0.1
C -4.574595 1.299741 -3.229633 -0.1 0.0 0.0
C -5.809386 0.689867 -3.066750 -0.1 0.0 0.1
C -5.900111 -0.525245 -2.402711 -0.1 0.0 -0.1
C -4.757966 -1.126236 -1.904935 0.2 -0.1 0.1
H -1.155539 -1.523632 -3.447572 -0.1 0.3 -0.1
H -2.213239 -2.892285 -2.997112 -0.3 -0.1 0.0
H -0.568793 -2.769036 -2.284117 0.0 0.0 0.1
H -2.470595 1.176176 -2.813621 0.2 0.1 0.0
H -4.506596 2.251344 -3.738260 0.0 0.1 0.0
H -6.706271 1.170875 -3.433216 0.0 0.0 0.0
H -6.862286 -0.997095 -2.255356 -0.1 0.0 0.0
H -4.809517 -2.060129 -1.365680 -0.1 -0.1 0.1
C 2.068397 -2.715504 2.413628 -0.2 -0.2 0.4
O 2.609315 -2.189063 1.226516 0.2 -0.2 -0.8
C 2.212612 -2.579159 -0.022528 0.3 0.3 0.1
O 0.775952 -3.739223 -1.578024 0.0 -0.3 -0.5
H 2.011656 -3.810088 2.391205 0.0 0.3 0.1
H 1.071050 -2.300760 2.619008 0.2 -0.1 0.0
H 2.754035 -2.399840 3.202233 0.0 0.0 0.0
C 1.233925 2.495438 -1.313892 0.0 0.0 -0.1
C 1.898874 1.779602 -2.500132 -0.3 0.0 0.1
C 0.904437 1.990746 -3.661148 0.2 -0.1 0.0
C 1.969488 0.256111 -2.195552 0.1 0.2 -0.1
C 3.255243 2.385915 -2.833673 0.1 0.1 0.0
C 3.771819 2.353742 -4.127600 -0.1 0.0 0.0
C 4.998701 2.911618 -4.439085 0.1 0.0 -0.1
C 5.751700 3.540241 -3.464542 0.1 0.0 0.0
C 5.262384 3.583192 -2.170907 0.1 0.1 0.0
C 4.037534 3.014952 -1.865142 0.0 0.1 0.0
H 0.355877 1.930585 -1.003219 -0.1 0.1 0.0
H 0.926549 3.499225 -1.609864 0.0 0.1 -0.1
H 1.877230 2.572329 -0.448182 0.0 0.0 0.1
H -0.090521 1.712522 -3.323023 -0.1 -0.1 0.1
H 1.121391 1.394982 -4.538358 0.0 0.0 -0.1
H 0.885179 3.040373 -3.953084 0.0 0.1 0.0
H 0.929187 -0.083209 -2.165890 0.0 -0.1 0.0
H 3.212533 1.894350 -4.923689 -0.1 -0.1 -0.1
H 5.365993 2.854812 -5.454098 0.0 0.0 -0.1
H 6.703915 3.992593 -3.708090 0.1 0.0 0.0
H 5.837371 4.069566 -1.390991 0.0 0.0 0.0
H 3.696748 3.074878 -0.845089 0.0 0.0 0.0
```
Positions in Å, forces in eV/Å.

Its total energy is -5726.2654 hartree. Its charge is -2. The spin multiplicity is 6.

***

[2]
# C63H52N3O3P3RuSSi

A structure of composition C63H52N3O3P3RuSSi (ωB97M-V with the def2-TZVPD basis set, OMol25).

The geometry in XYZ format:
```
127
Properties=species:S:1:pos:R:3:forces:R:3
Ru -0.902435 -0.047527 -0.610337 0.0 -0.4 -0.1
C -4.462888 -4.604985 -1.978831 0.0 0.0 0.0
C -3.132843 -4.410169 -1.624839 0.0 0.0 0.0
C -2.736619 -3.198217 -1.086080 0.0 0.0 0.1
C -3.660130 -2.165293 -0.900852 0.2 0.0 0.0
C -4.989309 -2.367468 -1.253855 0.0 0.0 0.0
C -5.385981 -3.587908 -1.790450 0.0 0.0 0.0
P -3.039928 -0.680328 -0.039203 0.5 0.3 0.6
C -4.423174 0.501174 -0.104379 0.0 -0.1 -0.4
C -4.969664 1.091245 1.031559 -0.1 -0.1 0.0
C -6.000701 2.013975 0.910992 0.0 0.0 0.0
C -6.474251 2.372862 -0.340899 0.0 0.0 0.0
C -5.907066 1.820163 -1.482953 0.0 0.0 0.0
C -4.884650 0.892380 -1.363962 -0.1 -0.1 0.0
C -3.159264 -1.281867 1.678411 -0.3 -0.1 -0.1
C -4.392139 -1.640531 2.240520 0.0 0.0 -0.1
C -4.446807 -2.112067 3.534221 0.1 0.0 0.0
C -3.272187 -2.211070 4.281951 0.0 0.0 0.0
C -2.060765 -1.874781 3.712606 0.0 0.0 -0.1
C -1.980187 -1.435058 2.380113 0.0 -0.1 0.3
Si -0.402636 -1.038779 1.432016 -0.5 0.8 -0.4
C 0.269788 0.304263 2.569553 0.6 -0.3 0.2
C 0.821938 0.023568 3.823052 0.0 0.0 0.0
C 1.055865 1.025860 4.751567 -0.1 0.0 0.0
C 0.703452 2.333316 4.445309 0.0 0.0 0.0
C 0.165311 2.632469 3.202805 0.0 0.0 0.0
C -0.019642 1.632368 2.244142 -0.2 0.4 0.1
P -0.733133 1.938501 0.576505 0.2 -0.7 -0.2
C 0.520231 2.767187 -0.488548 0.0 0.0 0.1
C 0.252480 2.723077 -1.852315 0.1 0.1 -0.1
C 1.011565 3.465093 -2.755261 0.0 -0.1 0.0
C 2.043740 4.264717 -2.293493 0.0 0.0 0.0
C 2.312885 4.320516 -0.928455 0.0 0.0 0.0
C 1.558101 3.579751 -0.035261 0.1 -0.1 0.1
C -1.770884 3.453884 0.672430 -0.3 -0.1 -0.1
C -1.216834 4.683230 1.055462 0.0 0.0 0.1
C -1.966529 5.842604 1.008950 0.0 0.0 0.0
C -3.274855 5.811720 0.538360 0.0 0.0 0.0
C -3.814367 4.615699 0.107377 0.0 0.0 0.0
C -3.064962 3.443696 0.171891 0.1 0.1 0.0
C 0.455625 -2.729527 1.271969 0.0 -0.1 0.1
C 0.321372 -3.665714 2.306758 0.2 0.0 0.0
C 0.674018 -4.996883 2.143204 0.0 0.0 0.0
C 1.136966 -5.439267 0.914457 0.0 0.0 0.0
C 1.290413 -4.536940 -0.125944 0.0 0.0 0.0
C 0.984967 -3.189688 0.054734 -0.3 -0.2 0.0
P 1.307146 -1.955649 -1.238383 0.2 0.2 0.3
C 3.057089 -1.543817 -0.828548 0.0 0.1 -0.2
C 3.765518 -0.775189 -1.761659 -0.1 0.0 0.0
C 5.104668 -0.490816 -1.570345 0.0 0.0 0.0
C 5.764864 -0.972268 -0.440712 0.0 0.0 0.0
C 5.071098 -1.725860 0.489481 -0.1 0.0 0.0
C 3.719752 -2.014312 0.297723 0.1 0.0 0.1
C 1.684018 -2.862893 -2.787464 -0.3 0.1 -0.1
C 0.854896 -2.684436 -3.892486 0.1 -0.2 0.0
C 1.173141 -3.253275 -5.120762 0.0 0.0 0.0
C 2.324202 -4.009844 -5.253157 0.0 0.0 0.0
C 3.154097 -4.204340 -4.154497 0.0 0.0 0.0
C 2.842945 -3.630817 -2.933939 0.0 0.0 0.0
H -4.778944 -5.552473 -2.395179 0.0 0.0 0.0
H -2.410555 -5.204822 -1.760256 0.0 0.0 0.0
H -1.700161 -3.053534 -0.790813 0.0 0.0 0.0
H -5.721284 -1.583802 -1.109854 0.0 0.0 0.0
H -6.424495 -3.744703 -2.050973 0.0 0.0 0.0
H -4.594103 0.839912 2.012963 0.0 0.0 0.0
H -6.424124 2.460975 1.800900 0.0 0.0 0.0
H -7.279028 3.091426 -0.430604 0.0 0.0 0.0
H -6.267024 2.107109 -2.462423 0.0 0.0 0.0
H -4.445185 0.460487 -2.257628 0.0 0.0 0.0
H -5.306352 -1.544103 1.667510 0.0 0.0 0.0
H -5.396790 -2.393394 3.969218 0.0 0.0 0.0
H -3.309741 -2.563652 5.304767 0.0 0.0 0.0
H -1.168182 -1.948249 4.322130 0.0 0.0 0.0
H 1.072282 -1.001738 4.081373 0.0 0.0 0.0
H 1.482314 0.789314 5.718054 0.0 0.0 0.0
H 0.841831 3.121473 5.173305 0.0 0.0 0.0
H -0.125090 3.651888 3.001840 0.0 0.0 0.0
H -0.600175 2.149918 -2.193827 -0.1 0.1 0.1
H 0.772547 3.453359 -3.813201 0.0 0.0 0.0
H 2.623127 4.860405 -2.986370 0.0 0.0 0.0
H 3.114577 4.947576 -0.558516 0.0 0.0 0.0
H 1.797032 3.614581 1.022157 0.0 0.0 0.0
H -0.186237 4.757550 1.368733 0.0 0.0 0.0
H -1.518235 6.778752 1.315111 0.0 0.0 0.0
H -3.856564 6.723055 0.492837 0.0 0.0 0.0
H -4.816218 4.584723 -0.298804 0.0 0.0 0.0
H -3.485841 2.526549 -0.198458 0.1 0.1 0.0
H -0.090818 -3.363146 3.257968 0.0 0.0 0.0
H 0.551663 -5.692245 2.963508 0.0 0.0 0.0
H 1.382192 -6.482496 0.763306 0.0 0.0 0.0
H 1.644932 -4.892412 -1.084036 0.0 0.0 0.0
H 3.263306 -0.417159 -2.656421 0.0 0.0 0.0
H 5.643727 0.095097 -2.304219 0.0 0.0 0.0
H 6.816239 -0.762228 -0.293719 0.0 0.0 0.0
H 5.581357 -2.106773 1.364937 0.0 0.0 0.0
H 3.196606 -2.616076 1.030657 0.0 0.0 0.0
H -0.043748 -2.101910 -3.796079 0.0 0.1 0.0
H 0.522221 -3.097599 -5.971499 0.0 0.0 0.0
H 2.581750 -4.446802 -6.209077 0.0 0.0 0.0
H 4.053443 -4.798098 -4.251495 0.0 0.0 0.0
H 3.513678 -3.774611 -2.095467 0.0 0.0 0.0
N 2.719458 1.063081 0.514739 0.8 -0.5 -0.1
C 3.798416 1.392045 1.236311 0.2 0.3 0.2
C 4.761316 2.305819 0.693334 -0.3 -0.2 0.1
C 5.787276 2.747788 1.466457 0.1 -0.1 0.4
C 5.889792 2.323333 2.818509 -0.6 -0.2 -0.3
C 4.969509 1.359091 3.338699 0.4 0.4 0.0
C 3.953462 0.901492 2.570707 -0.1 0.0 -0.4
S 7.060493 3.037957 3.923867 0.5 0.1 0.2
O 7.864870 3.910249 3.100344 -0.1 -0.1 0.0
O 7.726802 1.859682 4.447459 -0.1 0.1 0.0
O 6.164815 3.695146 4.860010 -0.1 0.0 -0.1
H 2.265683 0.186716 0.732207 -0.2 0.2 0.2
H 2.780182 1.239631 -0.477865 -0.1 0.1 0.0
H 4.646642 2.634047 -0.332761 0.0 0.0 0.0
H 6.531415 3.440769 1.096449 0.0 0.0 0.1
H 5.097153 1.040011 4.364776 0.0 0.0 0.0
H 3.234548 0.189299 2.948795 0.0 0.0 0.0
N -0.746393 0.583800 -3.966327 0.3 0.0 0.1
C -1.433139 0.402102 -5.104838 0.0 0.0 -0.1
C -2.334970 -0.606747 -4.868718 0.0 -0.1 0.1
C -2.107990 -0.976277 -3.535855 0.0 0.2 -0.2
N -1.132350 -0.252672 -2.984426 -0.9 0.2 -0.2
H 0.026650 1.208764 -3.808617 0.0 0.0 0.0
H -1.233728 0.993427 -5.983078 0.0 0.0 0.0
H -3.053731 -1.021205 -5.553440 0.0 0.0 0.0
H -2.599430 -1.745209 -2.969342 0.0 0.0 0.0
```
Positions in Å, forces in eV/Å.

Its charge is +1. The spin multiplicity is 2. The calculation puts the relative energy (zero: lowest compared OMol25 entry of this formula, charge and spin) at 39.0 kcal per mole.